# 1
C9H10INO3S | ωB97M-V/def2-TZVPD

Calculated values
charge = 0
E_LUMO = -0.579 eV
DFT total energy = -36058.58001 eV
relative energy (zero: lowest compared OMol25 entry of this formula, charge and spin) = 15.0 kcal/mol
M = 339.154 g mol⁻¹

Geometry as XYZ:
```
25
Properties=species:S:1:pos:R:3:mulliken_charge:R:1
I -2.0117 1.8608 -3.9611 -0.02
H 2.4951 -3.2758 2.7562 0.40
C -0.1900 2.3925 0.0867 -0.24
C 1.7746 -2.9445 2.0643 -1.24
C -1.6391 2.5559 -0.3867 -0.45
C 2.1900 -1.4343 1.7846 -0.19
C -0.1893 -0.8727 -2.6340 0.01
H -1.8167 3.1081 -1.2587 0.25
H 0.8415 -2.8510 2.5952 0.34
C 1.3284 0.5511 0.8328 0.25
O 2.2652 1.1419 1.2577 -0.57
N -2.1267 1.0928 -0.5179 -0.38
H 0.5318 2.9909 0.6332 0.42
O 1.1021 -0.7723 1.0521 -0.22
H -0.1406 -1.1798 -3.5938 0.53
H -1.2538 -0.6459 0.3643 0.12
O -3.3219 -0.5052 -2.5535 -0.38
S -3.2434 0.8613 -2.1722 0.40
H 1.6260 -3.6622 1.2904 0.35
H 3.0131 -1.4245 1.0101 0.29
C -0.4794 -0.4628 -1.5495 -1.08
H -2.3497 3.1242 0.2404 0.26
H 2.4341 -0.9694 2.8468 0.27
C 0.1261 1.1194 0.1823 0.04
C -0.9657 0.2014 -0.3698 0.83
```

***

# 2
C18H19B2F15HgNO20P2S | ωB97M-V/def2-TZVPD

Calculated values
charge = -3
E_LUMO = -1.514 eV
DFT total energy = -137131.49420 eV
relative energy (zero: lowest compared OMol25 entry of this formula, charge and spin) = 236.4 kcal/mol
M = 1170.536 g mol⁻¹

Geometry as XYZ:
```
79
Properties=species:S:1:pos:R:3:mulliken_charge:R:1
S -11.7997 11.9679 21.3141 1.06
H -17.7838 9.5714 27.2287 0.31
H -15.8359 9.0229 29.2742 0.24
O -7.9147 7.1345 17.0996 -0.50
P -9.2775 8.2389 25.0890 1.18
F -13.5292 3.9276 22.2522 -0.37
F -11.3768 4.2185 22.8529 -0.33
C -14.8740 2.2959 17.6780 0.67
O -8.8263 6.6819 14.9614 -0.46
Hg -13.4239 7.3034 22.3399 1.31
H -15.3484 10.7939 24.4968 0.45
O -14.6886 3.5068 17.3244 -0.36
O -16.9579 3.3149 17.7943 -0.46
O -16.2066 7.6448 16.7074 -0.60
C -15.6886 6.3594 18.7656 0.79
H -13.9098 10.5087 25.3694 0.48
F -11.8599 11.4831 18.6959 -0.21
H -15.1276 5.0857 27.1983 0.44
H -17.4870 7.4438 28.4325 0.31
H -13.9071 6.8272 28.1056 0.56
O -15.8050 7.8827 24.7359 -0.26
H -13.6249 9.4851 27.3045 0.47
F -9.3166 8.6240 26.6493 -0.36
O -10.3020 11.9273 21.2146 -0.52
C -15.3606 5.8399 26.4465 -2.15
C -8.6534 7.5135 18.1931 0.55
O -7.0179 3.6819 14.3390 -0.66
C -17.0396 10.1860 26.7223 -1.77
H -16.7441 7.7904 24.9124 0.31
O -10.9142 6.9234 18.9897 -0.58
C -17.2823 6.9769 27.4691 -1.62
C -8.3426 5.8237 14.0166 0.49
O -12.3888 10.6753 21.7764 -0.40
C -14.9046 8.7074 28.8039 -0.72
N -15.4585 8.2056 26.0611 0.20
P -12.2442 2.9562 22.2982 1.20
F -12.5791 13.4671 19.1557 -0.21
C -14.8834 7.2776 28.2849 -1.28
H -17.4543 5.9100 27.6113 0.50
H -14.0675 8.8693 29.4831 0.45
F -12.7206 2.5984 23.9005 -0.42
F -11.9349 3.3715 20.7813 -0.30
O -15.5516 5.1158 18.9390 -0.41
H -16.9760 11.2060 27.1016 0.45
C -15.7893 7.1319 27.0488 1.58
H -15.2952 6.7305 29.1330 0.29
F -9.3396 9.7842 24.5870 -0.37
O -16.3128 5.3529 16.7247 -0.43
C -14.9830 10.6354 25.5114 -2.19
C -12.5524 12.2079 19.4853 0.64
F -11.0792 1.7957 22.3176 -0.36
O -13.9899 1.4326 17.7639 -0.62
C -9.9371 6.6613 18.1829 0.63
C -15.6124 9.6499 26.4767 1.71
O -8.3730 8.3436 19.0898 -0.60
H -14.4580 10.7274 27.9949 0.48
B -15.8674 4.3348 17.6878 0.80
F -9.0655 6.6771 25.3715 -0.35
O -9.8792 5.8797 17.1163 -0.42
O -8.2824 5.8829 12.8367 -0.56
F -13.2344 1.7116 21.6796 -0.42
H -16.1502 5.4580 25.7993 0.43
C -14.6312 9.7043 27.6612 -1.25
H -15.0423 11.7044 25.7159 0.38
O -15.4444 7.1592 19.6521 -0.68
F -10.8819 8.2281 24.8492 -0.36
F -7.6617 8.4493 25.1059 -0.41
C -7.6694 4.6259 14.7624 0.71
C -16.3820 2.1241 17.8714 0.54
C -16.1483 6.5630 17.2763 0.54
F -13.7642 11.6760 19.4225 -0.24
H -17.7987 7.4517 26.6349 0.25
O -12.2535 13.2292 22.0383 -0.60
B -8.6511 6.1110 16.2816 0.91
O -8.0176 4.7865 16.0067 -0.48
H -14.4677 5.9386 25.8293 0.51
F -9.0800 7.9629 23.5092 -0.36
H -17.4995 10.4890 25.7817 0.46
O -16.9692 1.0930 18.2643 -0.64
```

***

# 3
C4H5NO2 | ωB97M-V/def2-TZVPD

Calculated values
charge = 0
E_LUMO = 0.918 eV
DFT total energy = -9812.28433 eV
relative energy (zero: lowest compared OMol25 entry of this formula, charge and spin) = 46.8 kcal/mol
SMILES string = OCc1ccon1
M = 99.089 g mol⁻¹

Geometry as XYZ:
```
12
Properties=species:S:1:pos:R:3:mulliken_charge:R:1
C -1.5292 -0.5445 -1.3456 -0.24
H 2.1786 0.0354 0.4784 0.21
H 0.0320 0.7662 -2.0906 0.33
C 0.0778 -0.0524 0.0377 0.61
C -0.3950 0.1877 -1.2873 -0.55
H -2.2917 -0.6449 -2.1052 0.42
O -1.7214 -1.2068 -0.1996 -0.16
H 1.3487 1.5955 0.4833 0.28
N -0.7031 -0.8904 0.6672 -0.39
O 1.0807 0.5264 2.1726 -0.52
H 0.6733 -0.3177 2.4109 0.35
C 1.2493 0.5455 0.7780 -0.34
```

***

# 4
C3H5ClN2S | ωB97M-V/def2-TZVPD

Calculated values
charge = 0
E_LUMO = 0.258 eV
DFT total energy = -29528.04959 eV
relative energy (zero: lowest compared OMol25 entry of this formula, charge and spin) = 27.2 kcal/mol
SMILES string = ClNC1=NCCS1
M = 136.607 g mol⁻¹

Geometry as XYZ:
```
12
Properties=species:S:1:pos:R:3:mulliken_charge:R:1
N 1.2581 -2.2226 1.6899 -0.38
C 0.5983 -1.3570 0.8539 0.61
S 1.2418 0.3793 1.2162 -0.25
H -1.0180 1.1353 1.0347 0.29
H -1.4448 -0.1881 -1.2361 0.33
H 0.3604 -0.0023 -1.5287 0.29
H -0.1625 1.8588 -0.2733 0.44
C -0.2211 0.9922 0.2655 -0.62
H 2.1037 -1.9443 2.1849 0.32
C -0.4240 -0.2136 -0.8046 -0.47
N -0.0261 -1.4800 -0.1895 -0.46
Cl 1.4503 -3.8965 1.0847 -0.09
```

***

# 5
C16H27B2NO17 | ωB97M-V/def2-TZVPD

Calculated values
charge = 0
E_LUMO = -0.274 eV
DFT total energy = -54686.71719 eV
SMILES string = CCB(O)OC(=O)NB(O)OC.O=C1OCCO1.O=C1OCCO1.O=C1OCCO1.O=C1OCCO1
M = 527.006 g mol⁻¹

Geometry as XYZ:
```
63
Properties=species:S:1:pos:R:3:mulliken_charge:R:1
H 5.7257 -1.7241 0.7507 0.19
H 5.6448 -0.8579 2.2978 0.24
O 1.1238 -0.3510 0.1810 -0.39
C 6.1285 -0.8917 1.3197 -0.16
H 1.7048 4.4185 -0.8474 0.16
O 0.9449 -6.6359 0.5467 -0.37
H -0.8564 -7.3619 -0.1879 0.31
H -4.6437 3.0589 -1.1921 0.28
H 1.6982 5.0970 0.8127 0.26
O 2.8041 1.0460 0.6985 -0.56
H -4.9026 4.0604 2.1899 0.29
C -3.5828 3.2458 -1.0135 -0.70
O -4.1488 3.7361 1.6856 -0.53
C 8.1155 0.1699 1.4678 0.60
C 1.0267 -1.5350 -0.6232 -0.13
C -5.8615 -3.1526 -1.7947 -0.33
N -2.9972 5.9382 1.4941 -0.26
H -3.7082 6.6291 1.7253 0.29
O -4.7723 -3.6897 -2.5570 -0.33
H -6.6757 -3.8779 -1.7937 0.26
O 0.5775 -4.4899 0.0901 -0.19
H -0.9432 -6.4854 1.3548 0.28
H -0.1959 3.5074 1.4060 0.30
H 0.2123 5.7066 -2.1771 0.32
H 6.1129 0.3116 -0.4921 0.20
H 0.2515 -2.1879 -0.2440 0.11
H -5.9252 -3.1397 0.3993 0.28
H -4.7489 -2.0094 -0.3045 0.25
O 9.2466 0.3929 1.7527 -0.52
H -3.1732 2.4658 -0.3684 0.32
H 0.0722 2.6798 -0.1377 0.26
H -3.0432 3.2390 -1.9611 0.25
C 2.4194 0.0150 0.2416 0.67
O -0.4781 5.9351 -1.5445 -0.56
O 2.6202 -5.1518 0.7709 -0.51
O -2.2842 7.5760 0.0198 -0.54
C 1.0934 4.6127 0.0373 -0.37
H -1.4889 -4.6414 -0.1188 0.09
C 1.4913 -5.4079 0.4980 0.58
H -0.5330 -5.3151 -1.4496 0.30
H 2.7440 -2.6354 -1.4042 0.36
C -5.2345 -2.9788 -0.4230 -0.27
H 0.7836 -1.2389 -1.6461 0.23
C 6.0444 0.4289 0.5909 0.01
H 2.5292 -2.7883 0.3459 0.23
O 7.5384 -1.0570 1.5077 -0.36
C -0.4729 -6.5138 0.3709 -0.42
C 2.4158 -2.1215 -0.5052 -0.23
H 5.1505 0.9910 0.8375 0.15
O -4.2262 -3.9993 -0.4265 -0.32
C -0.5945 -5.1981 -0.3701 -0.09
C 0.5485 3.2950 0.6318 -0.81
O 3.2180 -0.9424 -0.2817 -0.30
C -2.0598 6.6132 0.6848 0.57
B -3.5565 4.7117 0.8985 0.52
O 7.2230 1.1014 1.0593 -0.36
H 1.3446 2.7047 1.0867 0.17
O -3.4049 4.5419 -0.4389 -0.37
C -3.9108 -4.2833 -1.7109 0.69
H -6.2051 -2.2238 -2.2400 0.29
O -2.9886 -4.9619 -2.0365 -0.51
O -0.8306 6.0404 0.8174 -0.39
B -0.1071 5.5784 -0.2813 0.57
```

***

# 6
C2H10O3 | ωB97M-V/def2-TZVPD

Calculated values
charge = 0
E_LUMO = 0.782 eV
DFT total energy = -8377.99258 eV
relative energy (zero: lowest compared OMol25 entry of this formula, charge and spin) = 12.9 kcal/mol
SMILES string = CCO.O.O
M = 82.099 g mol⁻¹

Geometry as XYZ:
```
15
Properties=species:S:1:pos:R:3:mulliken_charge:R:1
H -1.3137 -0.0819 -1.1427 0.30
H 1.0675 -1.0649 -0.9249 0.19
H 0.8787 1.2116 -1.5381 0.33
H -2.5059 -4.7738 1.8243 0.33
H 0.4804 -1.6748 -2.5050 0.25
O -2.8193 -4.4085 2.6782 -0.64
H 1.5963 0.4141 -2.9389 0.35
H -2.2373 -3.7022 2.9344 0.32
O 2.5542 5.5449 1.9699 -0.63
H 2.7317 6.1078 2.6911 0.31
C 0.7083 0.4494 -2.2943 -1.23
H 3.0052 4.7065 2.1741 0.32
C 0.3638 -0.9073 -1.7445 -0.05
H 0.0212 0.8640 -3.0389 0.37
O -0.9963 -0.9727 -1.3349 -0.52
```